[1]
24
Properties=species:S:1:pos:R:3 method="wB97M-V/def2-TZVPD" gap_ev="7.30 / 7.37" relative_energy_kj_mol=283.7 lumo_ev="0.84 / 0.84" charge=0 e_homo_ev="-6.5 / -6.5"
C -0.5461 -0.2192 0.5141
C 0.9289 1.6311 -0.3593
C 1.8299 -0.0871 0.7970
C -1.0089 0.0943 1.9353
C 0.3542 -2.1673 -0.9608
C 0.0980 2.2570 -1.4286
N 0.7317 0.4612 0.2536
C -0.3572 -1.7433 0.3043
N -1.5765 0.1921 -0.4248
O -0.8772 -2.5454 1.0432
H 1.8462 2.1479 -0.1171
H -2.4809 -0.1375 -0.1164
H -1.4045 -0.1671 -1.3563
H 2.8110 0.1436 0.4293
H 1.7372 -0.8119 1.5852
H -1.8724 -0.5190 2.1891
H -1.2749 1.1477 1.9956
H -0.2147 -0.1226 2.6459
H 1.2514 -2.6971 -0.6849
H -0.2917 -2.8490 -1.5222
H 0.6480 -1.3281 -1.5960
H 0.0337 1.6466 -2.3292
H -0.9126 2.4652 -1.0838
H 0.5474 3.2077 -1.7133

=====

[2]
25
Properties=species:S:1:pos:R:3 method="wB97M-V/def2-TZVPD" smiles="C=CCCN(CCCO)N=O" gap_ev=10.23 relative_energy_kj_mol=274.4 lumo_ev=0.85 charge=0 e_homo_ev=-9.4
O 1.7572 1.0691 -2.2419
N 0.7175 1.3456 -1.6810
O -0.3007 3.5759 1.1011
C -0.9246 -3.3281 -0.6043
C -0.4478 -2.2583 -1.3109
N 0.3489 0.5620 -0.5985
C 0.1118 2.4019 1.8294
C 1.0191 -1.8703 -1.1457
C 1.1396 -0.6602 -0.2130
C -0.9559 0.8873 0.0040
C -0.8459 1.2919 1.5209
H -0.0639 3.4773 0.1728
H -0.3065 -4.0081 -0.0383
H -1.9745 -3.5771 -0.5174
H -1.0951 -1.6906 -1.9719
H 0.1044 2.5958 2.9364
H 1.1497 2.1846 1.5422
H 1.5584 -2.7253 -0.6805
H 1.4518 -1.6526 -2.1383
H 2.1732 -0.3210 -0.0862
H 0.8537 -1.0231 0.7522
H -1.6079 0.0117 -0.0776
H -1.4217 1.6906 -0.5442
H -0.5637 0.4139 2.0927
H -1.8771 1.6071 1.8978

=====

[3]
26
Properties=species:S:1:pos:R:3 method="wB97M-V/def2-TZVPD" smiles="CNC(=O)O/N=C/C(C)(C)SC" gap_ev=9.10 relative_energy_kj_mol=612.0 lumo_ev=0.03 charge=0 e_homo_ev=-9.1
C 2.1650 1.6051 0.4954
C 3.1292 -0.5864 -0.6939
C -0.2301 -0.7795 -0.6911
C -1.6203 -0.7905 -0.0160
C -1.4959 -0.5695 1.5035
C -2.2570 -2.1059 -0.2236
C -1.5142 1.8409 -0.8667
H 1.4374 1.3292 1.3645
H 2.6042 2.5800 0.8277
H 1.5073 2.2279 -0.3665
H 4.0821 0.5866 0.7975
H -0.2812 -0.9320 -1.9312
H -0.8787 0.3298 1.7963
H -0.7583 -1.2921 1.8877
H -2.3931 -0.5853 2.1021
H -2.0471 -2.4012 -1.3299
H -1.9448 -2.9801 0.5291
H -3.4762 -2.0810 -0.2020
H -0.4494 1.7791 -0.9743
H -1.8962 2.7563 -1.4649
H -1.5411 2.2308 0.1506
N 3.2751 0.6737 -0.1578
N 1.0032 -0.9405 0.0382
O 4.1168 -1.3227 -0.6081
O 1.9389 -0.9560 -1.0387
S -2.4758 0.3831 -0.9276

=====

[4]
26
Properties=species:S:1:pos:R:3 method="wB97M-V/def2-TZVPD" gap_ev=9.71 relative_energy_kj_mol=344.4 lumo_ev=0.47 charge=0 e_homo_ev=-9.2
C -2.2090 1.3074 0.1912
C -2.0401 2.5806 -0.6123
C 2.5266 -0.9103 -0.9747
C 0.6708 0.3379 2.1699
C -3.5420 -1.7307 0.0231
C 1.8307 -1.0320 0.3748
C 0.9820 0.1818 0.7034
N -1.2996 -1.5518 0.8401
N -2.2427 -1.2595 0.2942
O -2.3312 1.2858 1.3953
O -2.2669 0.2531 -0.5706
O 0.6196 0.9729 -0.1303
H -3.0207 3.0078 -0.8108
H -1.4527 3.2840 -0.0306
H -1.5406 2.3536 -1.5491
H 3.2607 -0.1079 -0.9505
H 1.7976 -0.6773 -1.7472
H 3.0326 -1.8382 -1.2334
H 0.6164 -0.6272 2.6639
H 1.4706 0.9221 2.6241
H -0.2640 0.8774 2.2998
H -3.6269 -2.7756 0.3289
H -4.2511 -1.1107 0.5769
H -3.7405 -1.6084 -1.0422
H 2.5551 -1.1836 1.1760
H 1.1542 -1.8917 0.3728

=====

[5]
26
Properties=species:S:1:pos:R:3 method="wB97M-V/def2-TZVPD" smiles="CC(C)[C@H](NC(=O)CN)C(=O)O" gap_ev=10.24 relative_energy_kj_mol=55.4 lumo_ev=0.53 charge=0 e_homo_ev=-9.7
C 1.7423 -2.7009 -0.2555
C 0.7008 -1.8420 0.4594
C -0.4389 0.2523 0.6464
C -1.9575 -0.0800 0.7213
C -0.2141 1.6749 0.1747
C -0.9400 2.7426 1.0211
C -0.4690 1.8159 -1.3756
H 2.3438 -2.9310 -2.2039
H 2.7670 -1.4801 -1.6069
H 2.5415 -3.0162 0.4149
H 1.1224 -3.5633 -0.3510
H 0.5727 -0.5778 -1.0723
H -0.0353 0.2495 1.6625
H 0.8557 1.8119 0.1946
H -2.0187 2.8845 0.6840
H -0.4673 3.6956 0.9195
H -0.9066 2.5465 2.0872
H -0.4465 2.9034 -1.6250
H 0.3326 1.4115 -1.9906
H -1.4794 1.4636 -1.7569
H -1.3242 -1.6494 1.5511
N 2.0555 -2.2427 -1.5502
N 0.4098 -0.6597 -0.0750
O 0.2728 -2.1578 1.5450
O -2.8385 0.6896 0.4567
O -2.1809 -1.2410 1.3246

=====

[6]
27
Properties=species:S:1:pos:R:3 method="wB97M-V/def2-TZVPD" gap_ev="7.02 / 8.30" relative_energy_kj_mol=888.2 lumo_ev="-0.68 / 0.40" charge=0 e_homo_ev="-7.7 / -7.9"
C 3.8789 1.5154 -1.8108
C -2.1774 0.5251 -0.3283
C -0.1040 0.5105 -1.5602
C 2.3796 1.0283 2.3168
C -0.7037 -1.6094 -0.1238
C -1.2254 -0.3928 -1.0327
C 1.4367 -1.0696 0.7993
N 2.2489 -1.2936 -0.1267
N 0.1325 -1.3739 0.9393
O 4.0478 1.9352 -0.7750
O 3.6827 1.0669 -2.8393
O 3.2455 -0.7648 -0.5154
O 1.9591 -2.5149 -0.9247
H -2.8972 -0.1324 0.2435
H -2.5512 1.1763 -1.0424
H -1.8380 1.2521 0.5082
H -0.5672 1.0664 -2.3746
H 0.1691 1.2464 -0.7900
H 0.8589 -0.1578 -1.8062
H 1.3767 1.2888 2.2215
H 2.9352 1.5303 1.4013
H 2.7103 0.4816 3.0578
H -1.6763 -2.0561 0.1130
H -0.2860 -2.2220 -0.9146
H -1.6517 -1.0048 -1.8492
H -0.2376 -1.1516 1.9291
H 2.8118 -2.8417 -1.3780

=====

[7]
26
Properties=species:S:1:pos:R:3 method="wB97M-V/def2-TZVPD" gap_ev=4.20 lumo_ev=2.80 charge=-1 e_homo_ev=-1.4
C 0.5200 0.0481 -2.8196
C -0.7244 -0.6080 -2.8763
C -0.5407 -1.9816 -2.5305
C 0.8468 -2.2027 -2.2704
C 1.5383 -0.9845 -2.4178
Pb 2.0103 1.7214 0.6015
P -0.0414 3.1486 -0.1752
H 0.7461 1.0874 -3.0399
H -1.6712 -0.1423 -3.1471
H -1.3212 -2.7423 -2.5065
H 2.6021 -0.7916 -2.3020
H 1.2996 -3.1555 -1.9992
H -1.2583 3.0468 0.5911
H -0.4818 2.8459 -1.5178
H 0.1621 4.5764 -0.2385
C 0.3720 0.4960 3.7177
N -0.4797 -0.3493 2.8845
C -0.3651 -0.5199 1.5576
N -1.2179 -1.3838 0.9724
O 0.4881 0.0905 0.8267
H 0.9531 1.2190 3.1239
H 1.0656 -0.1195 4.3095
H -0.2619 1.0579 4.4159
H -1.1803 -0.9318 3.3385
H -1.1536 -1.5510 -0.0259
H -1.9067 -1.8740 1.5272

=====

[8]
24
Properties=species:S:1:pos:R:3 method="wB97M-V/def2-TZVPD" smiles=Cc1c[nH]cn1.CCSC gap_ev=8.84 relative_energy_kj_mol=90.1 lumo_ev=0.82 charge=0 e_homo_ev=-8.0
C -0.9634 1.4383 -1.3595
C -0.7962 -0.0058 -1.6813
C -1.7869 -0.8910 -1.9566
C 0.1591 -1.8812 -2.0402
N 0.4209 -0.6564 -1.6980
N -1.1639 -2.0930 -2.2448
H -0.5833 2.0412 -2.1827
H -0.5068 1.8649 -0.4713
H -2.8581 -0.7809 -2.0217
H 0.8958 -2.6530 -2.2241
H -1.7109 -2.9365 -2.2164
H -2.0408 1.6371 -1.3582
C 0.6350 -0.5427 2.1234
C -0.8159 -0.1753 2.3594
C 0.8020 2.3456 1.8508
S 1.7384 0.8410 1.5909
H 1.0959 -0.8023 3.0826
H 0.7663 -1.3710 1.4320
H -1.4564 -0.9780 2.7228
H -1.2549 0.1096 1.3842
H 0.7264 2.6290 2.8943
H 1.1686 3.1314 1.2024
H -0.2624 2.2469 1.6089
H -0.9198 0.7445 2.9244

=====

[9]
24
Properties=species:S:1:pos:R:3 method="wB97M-V/def2-TZVPD" smiles="C[C@](N)(CN)C1=[NH+]C=CC1" gap_ev=10.08 relative_energy_kj_mol=316.7 lumo_ev=-2.97 charge=+1 e_homo_ev=-13.1
C 1.3921 0.6527 -2.6304
C 0.3889 0.9222 -1.6670
C 1.8765 -0.6018 -2.3966
C 0.2970 -0.3034 -0.8936
C -1.9853 -0.5160 0.4814
C 0.2132 0.3309 1.5436
C -0.4594 -0.6627 0.4808
N 1.3226 -1.0673 -1.2278
N -0.0503 -2.0412 0.8549
N 0.2817 1.6457 0.8947
H 1.4308 1.1041 -3.5624
H -0.3543 1.5993 -1.9835
H 2.7130 -0.9934 -2.8216
H -2.3764 -0.2590 -0.5621
H -2.5802 -1.4451 0.9282
H -2.2902 0.2991 1.1095
H -0.4466 0.4579 2.3706
H 1.1511 -0.1272 2.0423
H 1.5176 -1.9834 -0.8098
H -0.4346 -2.3948 1.7684
H -0.2944 -2.7834 0.1035
H -0.6847 1.9445 0.7028
H 0.5353 1.5033 -0.5225
H 0.7291 2.2073 1.6488

=====

[10]
24
Properties=species:S:1:pos:R:3 method="wB97M-V/def2-TZVPD" smiles=CN[C@H](C)[n+]1ccn(C)c1 gap_ev=9.98 relative_energy_kj_mol=195.4 lumo_ev=-2.86 charge=+1 e_homo_ev=-12.8
C 1.8630 -0.0546 1.2245
C 0.5649 0.0960 1.4011
C 1.0375 0.1612 -0.7855
C -1.6712 1.3505 -1.3507
C 3.5098 -0.0936 -0.6101
C -2.4253 -1.3641 1.0583
C -1.4159 0.5082 -0.1357
N 2.1586 -0.0106 -0.1164
N 0.0881 0.3653 0.1230
N -2.1314 -0.6554 -0.1600
H 2.4918 -0.0212 2.0749
H -0.1119 0.0386 2.2742
H 0.9836 0.2379 -1.8874
H -1.9743 2.3769 -1.1879
H -0.7245 1.2500 -1.9800
H -2.5171 0.8686 -1.8072
H 3.8044 0.8701 -0.7845
H 4.2092 -0.5422 0.0137
H 3.5941 -0.5790 -1.6170
H -2.7581 -0.7173 1.8559
H -3.2510 -2.0212 0.9640
H -1.4920 -1.9186 1.4830
H -1.7038 1.1489 0.8558
H -2.1284 -1.2944 -0.9060

=====

[11]
26
Properties=species:S:1:pos:R:3 method="wB97M-V/def2-TZVPD" smiles="C[N@@H+](CC[O-])C1=[N+]=NC(C)(C)O1" gap_ev="9.40 / 6.09" relative_energy_kj_mol=464.4 lumo_ev="-4.58 / -5.94" charge=+1 e_homo_ev="-14.0 / -12.0"
C 0.7976 1.8136 -1.6027
C 0.0002 2.3889 -0.4096
C -0.0452 -1.2206 1.4545
C 0.6353 -0.3668 -0.4292
C -0.3621 -0.2199 2.5824
C -0.7031 -2.5765 1.6776
C -0.5323 -0.0921 -2.5054
N 1.3653 -1.2831 1.3173
N 1.7269 -0.7605 0.2244
N 0.6497 0.2911 -1.6985
O 0.5445 2.0899 0.7574
O -0.4951 -0.6417 0.1796
H 0.4855 2.2326 -2.5583
H 1.8534 2.0254 -1.4219
H -0.0116 3.4931 -0.5480
H -1.0718 2.0925 -0.4659
H 0.0445 0.7597 2.3263
H 0.1052 -0.5773 3.4941
H -1.4385 -0.1509 2.6992
H -0.5027 -3.2393 0.8383
H -1.7742 -2.4433 1.7919
H -0.2894 -3.0156 2.5798
H -0.4427 0.3186 -3.5090
H -0.6089 -1.1762 -2.5705
H -1.4374 0.2925 -2.0360
H 1.5067 -0.0340 -2.1676

=====

[12]
28
Properties=species:S:1:pos:R:3 method="wB97M-V/def2-TZVPD" gap_ev=7.85 relative_energy_kj_mol=354.3 lumo_ev=-4.68 charge=+1 e_homo_ev=-12.5
C -2.9883 1.5546 0.2882
C -2.4392 2.6601 -0.2558
C -2.6295 0.1361 0.2819
C -1.5574 -0.3509 -0.6231
C -0.1571 1.8390 -0.4222
C 2.9062 -1.2941 0.0003
C 2.4749 -0.2667 0.9715
N -1.1188 2.6369 -0.8000
N -0.6749 -1.1383 -0.1661
N 2.0706 -2.5089 0.1864
O -0.0103 -1.8643 -1.0728
O -0.4659 -1.3370 1.0815
S 1.4340 1.6496 -1.0900
S 2.8188 1.3987 0.4841
H -3.9385 1.7041 0.6851
H -2.9692 3.5316 -0.3607
H -2.6017 -0.2133 1.2725
H -3.4738 -0.4399 0.0086
H -1.7875 -0.3753 -1.6827
H -0.1621 1.4926 0.6495
H 3.9595 -1.3917 0.0078
H 2.5651 -1.1655 -0.9647
H 1.4281 -0.5011 1.1599
H 3.0830 -0.3241 1.8832
H -1.0758 3.1667 -1.6620
H 0.5168 -2.5021 -0.6203
H 2.3758 -2.7744 1.0830
H 2.4173 -3.3220 -0.3232

=====

Number 1: molar mass 142.2 g/mol. Number 2: molar mass 158.2 g/mol. Number 3: molar mass 190.3 g/mol. Number 4: molar mass 174.2 g/mol. Number 5: molar mass 174.2 g/mol. Number 6: molar mass 190.2 g/mol. Number 7: molar mass 380.4 g/mol. Number 8: molar mass 158.3 g/mol. Number 9: molar mass 140.2 g/mol. Number 10: molar mass 140.2 g/mol. Number 11: molar mass 172.2 g/mol. Number 12: molar mass 236.3 g/mol.